Molecular formula: C9H25BN4OP2Pt
Method: DFT, ωB97M-V/def2-TZVPD

⟨S²⟩ ... 3.792
Total charge ... +1
Gap between HOMO and LUMO (spin up / spin down) ... 4.98 / 4.78 eV
Relative energy (zero: lowest compared OMol25 entry of this formula, charge and spin) ... 141.2 kJ/mol
Total energy ... -40234.49654 eV
Lowest unoccupied orbital energy (spin up / spin down) ... -3.3034 / -7.8989 eV
Spin multiplicity ... 4
Max |F| ... 0.10464 hartree/bohr

Last column: Löwdin charge in e.
CARTESIAN COORDINATES (ANGSTROEM)
1 Pt 0.000000 0.000000 0.000000  0.72
2 H -2.633107 1.631466 -2.037270  -0.06
3 H -0.396146 1.420586 -1.726621  -0.03
4 P -0.265313 1.818575 1.503399  0.68
5 P -0.277814 -1.875103 -1.409046  0.68
6 C -1.359064 -3.252299 -0.718581  -0.25
7 H -1.433599 -4.077319 -1.427311  0.05
8 H -0.937480 -3.629800 0.213046  0.02
9 H -2.362038 -2.873903 -0.519812  0.04
10 C -1.098422 -1.654831 -3.089705  -0.23
11 H -0.506192 -0.990547 -3.718502  0.04
12 H -1.199169 -2.614132 -3.597707  0.05
13 H -2.092425 -1.223442 -2.966698  0.05
14 C 1.239435 -2.873662 -1.907497  -0.25
15 H 1.759139 -3.234496 -1.019776  0.04
16 H 0.952219 -3.732726 -2.514274  0.05
17 H 1.925224 -2.254308 -2.485628  0.04
18 C -1.828042 2.864534 1.405398  -0.23
19 H -1.849493 3.605787 2.204299  0.05
20 H -1.875223 3.385011 0.448461  0.04
21 H -2.709515 2.229234 1.494873  0.04
22 C -0.302558 1.345571 3.324880  -0.26
23 H 0.627298 0.848929 3.602794  0.03
24 H -0.425724 2.229556 3.950659  0.05
25 H -1.132583 0.665606 3.517733  0.04
26 C 1.044773 3.171191 1.542376  -0.24
27 H 1.091504 3.679492 0.579288  0.04
28 H 0.811432 3.907940 2.311417  0.05
29 H 2.022928 2.741925 1.760831  0.04
30 C 1.927177 0.004964 0.041401  -0.34
31 O 3.064098 0.043708 0.017026  0.15
32 H -0.153856 2.969432 -2.284013  0.11
33 H -0.124041 1.692490 -3.346203  0.11
34 H -2.374379 1.897842 -3.747404  -0.02
35 H -2.404995 3.266240 -2.617734  -0.02
36 B -2.146815 2.227807 -2.746872  -0.38
37 N -0.537809 2.062673 -2.503690  0.11
38 H -1.718347 0.043796 -0.047576  -0.04
39 N -0.053291 -1.271852 1.546295  -0.02
40 C -0.019522 -1.997014 2.446809  -0.15
41 N 0.047786 -2.860321 3.527344  0.20
42 C 1.265096 -3.070986 4.156924  -0.22
43 N 2.282598 -3.244762 4.680014  0.24

Atomic forces in eV per Å
Pt -1.7 0.1 -0.1
H -2.3 -3.1 3.7
H 0.2 0.0 0.0
P -0.7 3.4 2.8
P -0.7 -3.7 -2.6
C 0.4 0.7 -0.1
H 0.1 0.1 -0.1
H 0.0 0.0 0.0
H 0.0 0.1 0.0
C 0.3 0.3 0.8
H 0.0 0.0 0.0
H 0.1 -0.1 0.2
H 0.1 0.1 0.1
C -0.6 0.5 0.3
H 0.0 0.0 0.0
H -0.1 0.0 0.0
H 0.0 0.1 0.0
C 0.6 -0.6 -0.2
H 0.2 -0.1 0.1
H 0.0 -0.1 -0.1
H 0.1 -0.1 -0.1
C 0.0 0.1 -0.7
H 0.1 0.0 0.0
H 0.0 0.0 -0.1
H 0.0 0.0 -0.1
C -0.5 -0.7 -0.1
H 0.0 0.0 0.0
H -0.1 -0.1 0.0
H 0.0 0.0 0.0
C 3.5 1.1 -1.3
O -1.1 -0.4 0.5
H 0.3 0.1 0.0
H 0.3 0.0 0.0
H -0.5 -1.3 -3.7
H -0.6 3.9 0.5
B 2.8 0.5 -0.5
N -0.3 0.3 -0.3
H 0.3 0.2 -0.4
N -0.5 -1.4 1.7
C 1.3 -1.7 2.5
N 1.7 1.0 -0.8
C -3.1 1.2 -2.4
N 0.4 -0.2 0.4